Record 1
13
Properties=species:S:1:pos:R:3 method="wB97M-V/def2-TZVPD" e_above_lowest_kj_mol=364.2
C -1.666 -0.428 -0.296
C -0.461 0.016 0.501
O 0.328 -1.163 0.930
C 1.621 -1.102 0.772
O 1.202 0.091 -1.253
C 1.858 0.203 0.023
C 0.561 0.834 -0.233
H -2.262 -1.150 0.268
H -2.295 0.443 -0.509
H -1.352 -0.876 -1.242
H -0.762 0.512 1.430
H 2.810 0.726 0.032
H 0.418 1.894 -0.423

=====

Record 2
184
Properties=species:S:1:pos:R:3 method="wB97M-V/def2-TZVPD" e_above_lowest_kj_mol=0.0
C 1.933 1.533 0.875
C 0.479 0.910 0.700
C 0.269 -0.061 -0.508
O -1.138 -0.455 -0.500
C -1.504 -1.298 -1.565
N 0.159 0.213 1.897
H 2.649 0.775 1.191
H 1.885 2.310 1.638
H 2.281 1.872 -0.101
H -0.206 1.741 0.531
H 0.941 -0.919 -0.564
H 0.483 0.550 -1.386
H -2.525 -1.663 -1.456
H -0.914 -2.215 -1.598
H -1.414 -0.849 -2.555
H -0.116 0.826 2.654
H -0.737 -0.165 1.617
C -6.133 -5.075 -1.243
C -5.162 -5.857 -0.426
C -3.599 -5.593 -0.713
O -3.319 -5.453 -2.136
C -1.868 -5.227 -2.326
N -5.356 -5.654 1.018
H -5.865 -5.083 -2.300
H -6.118 -4.031 -0.926
H -7.194 -5.308 -1.152
H -5.304 -6.919 -0.633
H -2.959 -6.440 -0.463
H -3.286 -4.748 -0.100
H -1.718 -5.299 -3.404
H -1.199 -5.971 -1.893
H -1.611 -4.204 -2.050
H -4.570 -6.054 1.511
H -6.133 -6.243 1.287
C -2.947 2.255 -0.220
C -4.019 1.916 -1.287
O -5.220 1.415 -0.611
O -3.288 3.344 0.624
H -2.031 2.482 -0.767
H -2.640 1.400 0.383
H -3.615 1.131 -1.924
H -4.165 2.865 -1.803
H -5.724 2.218 -0.455
H -3.591 2.897 1.418
C -5.371 -1.492 -2.687
C -5.026 -0.549 -3.842
O -5.585 0.705 -3.513
O -6.731 -1.975 -2.870
H -5.311 -1.034 -1.699
H -4.739 -2.381 -2.709
H -5.349 -0.963 -4.797
H -3.948 -0.385 -3.887
H -5.901 0.613 -2.611
H -7.227 -1.968 -2.048
C -4.415 -2.038 2.160
C -3.791 -1.711 3.517
O -4.564 -2.194 4.587
O -5.645 -1.416 2.029
H -4.469 -3.110 1.965
H -3.842 -1.712 1.290
H -3.690 -0.629 3.611
H -2.761 -2.061 3.581
H -5.476 -2.107 4.301
H -6.322 -2.093 1.963
C 4.234 -3.870 -1.548
C 3.024 -3.481 -0.678
O 1.848 -3.934 -1.307
O 4.426 -5.266 -1.482
H 5.136 -3.395 -1.162
H 4.077 -3.504 -2.563
H 2.956 -2.421 -0.431
H 2.946 -4.034 0.259
H 1.978 -4.753 -1.792
H 3.603 -5.575 -1.868
C 2.752 -1.833 -4.518
C 1.784 -1.094 -3.551
O 1.794 0.302 -3.756
O 4.100 -1.398 -4.394
H 2.631 -1.621 -5.581
H 2.620 -2.904 -4.366
H 2.087 -1.289 -2.522
H 0.786 -1.523 -3.629
H 2.628 0.638 -3.414
H 4.531 -1.422 -5.252
C -0.225 6.531 2.481
C -0.244 4.997 2.615
O -0.064 4.626 3.960
O -1.517 7.032 2.893
H -0.068 6.909 1.470
H 0.429 7.136 3.109
H 0.543 4.480 2.067
H -1.149 4.516 2.240
H -0.792 4.983 4.477
H -1.546 7.960 2.646
C 1.600 4.480 -1.216
C 1.995 5.017 -2.622
O 2.883 4.131 -3.282
O 0.957 5.381 -0.343
H 2.502 4.267 -0.641
H 1.043 3.550 -1.335
H 2.444 6.006 -2.527
H 1.043 5.094 -3.149
H 3.307 4.737 -3.894
H 0.012 5.412 -0.514
C -1.544 -3.227 -5.960
C -2.435 -2.283 -5.184
O -3.772 -2.196 -5.631
O -0.174 -3.082 -5.682
H -1.665 -3.130 -7.040
H -1.849 -4.245 -5.715
H -2.065 -1.265 -5.309
H -2.364 -2.482 -4.114
H -4.210 -3.050 -5.607
H 0.253 -2.409 -6.217
C 1.189 -3.139 2.699
C 0.066 -3.683 1.771
O 0.464 -4.677 0.964
O 1.785 -2.112 1.912
H 1.897 -3.944 2.897
H 0.725 -2.734 3.599
H -0.422 -2.897 1.191
H -0.806 -4.031 2.326
H 0.945 -4.347 0.199
H 1.166 -1.376 1.954
C -2.052 2.782 5.870
C -2.053 1.795 4.712
O -0.866 1.956 3.915
O -2.376 4.138 5.501
H -1.110 2.767 6.416
H -2.882 2.521 6.527
H -2.927 1.968 4.081
H -2.081 0.778 5.103
H -0.587 2.877 3.929
H -3.328 4.264 5.508
C 3.268 5.219 4.892
C 3.106 4.478 3.559
O 4.262 3.948 2.996
O 4.210 6.279 4.727
H 3.623 4.473 5.604
H 2.278 5.579 5.173
H 2.588 5.152 2.876
H 2.444 3.615 3.633
H 4.384 3.044 3.298
H 4.455 6.257 3.799
C 3.434 0.590 5.762
C 3.229 0.617 4.230
O 4.364 1.287 3.640
O 4.466 -0.315 6.117
H 2.539 0.278 6.299
H 3.763 1.597 6.023
H 2.331 1.160 3.935
H 3.057 -0.452 4.094
H 5.058 0.626 3.557
H 5.274 -0.062 5.662
C 6.487 -1.235 2.189
C 5.013 -1.459 1.803
O 4.396 -2.469 2.597
O 6.636 -0.345 3.299
H 7.135 -0.967 1.355
H 6.852 -2.217 2.492
H 4.965 -1.909 0.811
H 4.514 -0.490 1.854
H 3.477 -2.471 2.315
H 7.491 -0.462 3.719
C -0.924 3.402 -3.987
C -1.322 1.940 -3.746
O -0.789 1.123 -4.745
O -1.639 4.185 -3.085
H -1.244 3.645 -5.001
H 0.166 3.429 -3.988
H -2.396 1.776 -3.658
H -0.931 1.684 -2.760
H 0.088 0.813 -4.504
H -2.561 4.257 -3.344
C 5.459 0.453 -1.777
C 4.899 1.846 -2.070
O 4.166 1.749 -3.229
O 4.466 -0.543 -1.706
H 5.904 0.448 -0.781
H 6.197 0.155 -2.522
H 5.611 2.666 -2.164
H 4.111 2.165 -1.386
H 3.629 2.532 -3.373
H 4.270 -0.844 -2.597

=====

Record 3
46
Properties=species:S:1:pos:R:3 method="wB97M-V/def2-TZVPD" e_above_lowest_kj_mol=76.7 total_charge=-1
As -0.165 0.110 0.128
F -0.804 1.424 -0.799
F 1.440 0.757 -0.135
F 0.496 -1.231 1.012
F -1.792 -0.428 0.447
F -0.042 -0.905 -1.276
F -0.199 1.118 1.572
O 1.875 -1.207 3.334
H 2.465 -1.965 3.400
H 1.387 -1.376 2.513
O -2.372 3.750 -0.915
H -1.962 4.042 -0.085
H -1.976 2.878 -1.033
O 4.148 1.927 -1.512
H 3.688 1.146 -1.195
H 3.459 2.610 -1.486
O -3.731 -1.744 -1.403
H -4.513 -2.290 -1.281
H -3.385 -1.607 -0.514
O -1.624 -3.823 -0.537
H -2.057 -4.242 -1.285
H -1.241 -3.019 -0.905
O 2.962 -1.792 -0.778
H 3.639 -1.811 -1.463
H 3.080 -0.941 -0.335
O -0.598 -0.056 -4.063
H -0.783 -0.594 -3.284
H -1.418 0.419 -4.225
O 2.185 3.690 -0.489
H 1.738 3.216 0.221
H 1.980 4.617 -0.340
O -1.305 1.793 3.971
H -0.891 1.338 3.220
H -2.164 1.371 4.066
O -1.228 3.855 1.655
H -1.372 4.028 2.591
H -0.925 2.938 1.630
O -4.372 0.798 0.964
H -3.443 0.554 0.849
H -4.808 -0.021 1.214
O 1.252 -3.747 -2.431
H 1.360 -2.991 -1.838
H 1.689 -3.477 -3.244
O 3.229 -3.281 1.585
H 4.183 -3.171 1.583
H 2.915 -2.663 0.896

=====

Record 4
77
Properties=species:S:1:pos:R:3 method="wB97M-V/def2-TZVPD" e_above_lowest_kj_mol=0.7 total_charge=+2
In -0.256 0.874 0.500
C -0.475 4.340 0.805
C -1.683 3.841 0.012
N -2.123 2.497 0.416
C -2.981 2.426 1.606
C -2.255 2.610 2.938
S -0.724 1.635 3.132
C 0.542 2.922 3.369
C 1.342 3.346 2.129
N 0.559 3.303 0.891
H -0.102 5.241 0.312
H -0.766 4.636 1.810
H -2.498 4.564 0.102
H -1.396 3.784 -1.037
H -2.663 2.123 -0.357
H -3.769 3.185 1.563
H -3.460 1.448 1.598
H -2.002 3.651 3.119
H -2.921 2.289 3.737
H 0.024 3.760 3.833
H 1.229 2.514 4.108
H 1.732 4.350 2.326
H 2.193 2.681 2.004
H 1.200 3.408 0.112
C 2.054 -4.505 1.043
C 3.242 -3.551 0.951
N 2.959 -2.181 1.407
C 3.430 -1.800 2.741
C 2.399 -2.101 3.823
C 2.265 -1.370 0.608
S 2.079 0.322 1.143
N 1.863 -1.813 -0.552
C 0.850 -1.488 -1.338
O -0.175 -0.837 -0.974
C 0.911 -1.972 -2.737
C -0.107 -1.633 -3.628
C -0.068 -2.076 -4.938
C 0.983 -2.874 -5.370
C 1.997 -3.225 -4.488
C 1.964 -2.777 -3.180
H 2.339 -5.471 0.627
H 1.208 -4.127 0.472
H 1.746 -4.658 2.077
H 3.580 -3.486 -0.083
H 4.063 -3.926 1.558
H 3.683 -0.744 2.746
H 4.348 -2.353 2.934
H 1.467 -1.570 3.618
H 2.774 -1.781 4.795
H 2.187 -3.168 3.877
H -0.936 -1.036 -3.274
H -0.860 -1.808 -5.625
H 1.006 -3.233 -6.390
H 2.813 -3.853 -4.820
H 2.748 -3.045 -2.489
Br -2.678 1.351 -5.060
C -1.155 1.649 -3.991
C 0.073 1.975 -4.546
C 1.151 2.145 -3.693
C 0.963 1.999 -2.330
N -0.225 1.697 -1.799
C -1.260 1.511 -2.618
H 0.184 2.082 -5.617
H 2.132 2.380 -4.082
H 1.791 2.108 -1.638
H -2.210 1.230 -2.181
Cl -5.114 -1.983 -1.005
C -4.017 -1.693 0.279
C -4.199 -2.271 1.530
C -3.265 -2.014 2.519
C -2.198 -1.176 2.244
N -2.043 -0.606 1.046
C -2.919 -0.875 0.076
H -5.044 -2.920 1.716
H -3.365 -2.463 3.497
H -1.446 -0.958 2.991
H -2.718 -0.457 -0.901

=====

Record 5
13
Properties=species:S:1:pos:R:3 method="wB97M-V/def2-TZVPD" e_above_lowest_kj_mol=268.7
C -1.822 -1.142 0.363
O -0.912 -0.270 -0.329
C 0.031 0.205 0.461
O 0.068 -0.014 1.672
C 1.254 0.897 -0.007
N 1.733 0.834 -1.387
H -2.368 -1.675 -0.412
H -2.502 -0.554 0.983
H -1.265 -1.832 1.002
H 1.551 0.435 1.098
H 1.268 1.932 0.333
H 1.865 -0.110 -1.728
H 1.101 1.295 -2.050

=====

Record 6
12
Properties=species:S:1:pos:R:3 method="wB97M-V/def2-TZVPD" e_above_lowest_kj_mol=37.7
C -0.854 -0.797 1.428
N -0.856 0.184 0.363
C 0.172 0.322 -0.540
C 1.536 -0.112 -0.075
O -0.009 0.801 -1.642
H -1.880 -0.941 1.774
H -0.253 -0.482 2.283
H -0.531 -1.775 1.086
H -1.751 0.453 -0.030
H 2.224 0.630 -0.494
H 1.678 -0.227 0.992
H 1.807 -1.040 -0.594

=====

no.,HOMO energy (eV)
1,-8.7
2,-9.4
3,-7.8
4,-13.7
5,-9.6
6,-9.6